Formula: C19H32PSi
Source: OMol25
Level of theory: ωB97M-V/def2-TZVPD

Structure (XYZ):
```
53
Properties=species:S:1:pos:R:3:forces:R:3:mulliken_charge:R:1
C -5.04793 -0.50365 1.68345 4.1101 -4.8045 -7.4368 -0.2778
C -4.55637 -1.33691 0.66655 -2.8387 5.4557 5.7115 -0.2277
C -4.03658 -2.18369 -0.67609 -1.2764 0.9531 1.5531 -0.3814
P -3.03890 -0.93917 -1.76561 -0.4273 -0.5295 -0.8603 0.1940
C -1.65460 -1.74420 -2.80446 1.9594 -0.0639 -0.0969 -0.6820
C -0.48184 -2.50414 -1.88527 -1.1624 0.7899 -0.0371 -0.0871
C 0.70711 -2.91575 -2.93085 -0.0669 -0.9998 -0.0280 -0.7349
C 2.22980 -2.83579 -2.34485 0.6897 -0.5038 0.2022 -0.7492
C 2.57009 -1.54440 -1.40509 0.3708 0.1251 -0.2958 -0.6772
C 1.97228 -0.11031 -1.91666 -0.2706 0.7095 0.9557 -0.1797
C 1.47348 0.69206 -0.53604 1.3664 0.3439 -1.6015 -0.2546
C 0.98072 2.22910 -0.81972 0.6174 0.1216 0.0520 -0.5603
Si 0.24762 2.87029 0.88635 0.3308 -0.2731 -0.0848 0.3190
C 0.77375 4.67287 1.30914 -0.5043 0.9762 0.7454 -1.0191
C -1.67341 2.72053 0.73736 -0.9360 -0.2477 0.2532 -0.3495
C 0.88300 1.62667 2.26766 1.2409 -3.1709 3.6077 0.5138
C 2.43440 1.69343 2.88746 -1.9421 -2.7829 1.4747 -0.3263
C 2.98110 0.60037 4.02649 -4.5311 -0.2314 -2.0412 -0.4785
C 1.88934 -0.57356 4.50485 -1.1298 2.2419 -2.2831 -0.3299
C 0.33895 -0.64736 3.92906 2.7358 3.1936 -1.7658 -0.4463
C -0.13908 0.45888 2.81079 3.8951 0.0277 1.4389 -0.1976
H -5.22558 0.41244 2.42361 0.3710 -2.7327 -1.8929 0.3555
H -3.35879 -3.09860 -0.40567 -1.4190 1.8294 -0.4035 0.3453
H -4.99380 -2.48665 -1.31408 2.1859 0.5024 1.4354 0.3884
H -4.01014 -0.40269 -2.72852 0.8900 -0.4096 1.0468 0.2187
H -2.59842 0.23762 -1.00302 -0.2429 -1.2893 -0.6008 0.1212
H -1.07185 -0.85262 -3.34376 -1.5863 -1.7717 1.0461 0.3277
H -2.00930 -2.52180 -3.60307 0.1090 1.7380 1.5206 0.3647
H -1.00898 -3.40427 -1.34591 1.3269 1.5455 -1.0951 0.3965
H -0.18702 -1.72717 -1.06255 -0.1343 -1.5530 -1.5337 -0.0632
H 0.58530 -2.28774 -3.91143 0.3214 -1.0539 1.9071 0.3798
H 0.51483 -4.05512 -3.23027 0.3969 2.5311 0.5136 0.3455
H 2.42018 -3.81351 -1.69475 -0.4104 2.0910 -1.3594 0.3028
H 3.02026 -2.89630 -3.23729 -1.9688 0.1709 1.8035 0.3074
H 2.18082 -1.75788 -0.32043 0.6899 0.4643 -2.0183 0.2947
H 3.75375 -1.40965 -1.33073 -2.6304 -0.4938 -0.0934 0.3732
H 2.79129 0.53211 -2.50190 -1.8550 -1.4494 1.3500 0.4236
H 1.02254 -0.16985 -2.59609 1.7887 -0.2075 0.9985 -0.0103
H 2.45842 0.76730 0.13037 -2.5004 -0.3894 -1.0559 0.1995
H 0.62431 0.05145 -0.03155 1.8199 1.2799 -0.7371 -0.0830
H 0.19979 2.35066 -1.68577 1.3913 -0.4437 1.5412 0.3008
H 1.88551 2.95294 -1.08377 -1.6998 -1.7664 0.3882 0.3108
H -0.20833 5.22451 1.70299 2.1473 -0.9983 -0.9081 0.2728
H 1.18279 5.24434 0.36721 -0.6846 -1.0294 2.0257 0.3166
H 1.51913 4.67405 2.22240 -1.2895 0.1443 -2.0322 0.2858
H -2.06861 3.31196 -0.19357 0.7104 -1.1247 1.7418 0.2992
H -2.20731 3.13114 1.71123 0.9507 -1.0001 -2.0547 0.2834
H -1.90754 1.56700 0.60306 0.1715 2.2874 0.2894 -0.3926
H 3.17870 2.53901 2.49963 -1.8257 -2.0469 0.9571 0.2449
H 4.09625 0.62495 4.44923 -2.8638 -0.0566 -1.0560 0.2954
H 2.22462 -1.39923 5.28122 -0.7429 1.9933 -1.7840 0.2887
H -0.43173 -1.47749 4.25544 1.9522 1.8594 -0.5788 0.2889
H -1.22404 0.41380 2.35326 2.4001 0.0491 1.1757 0.1500
```
Forces are in eV/Å.

Frontier orbital gap ... 7.20 eV
Total charge ... +1
HOMO ... -10.50 eV

---

Formula: C19H33BeCl2N4O4
Source: OMol25
Level of theory: ωB97M-V/def2-TZVPD

Structure (XYZ):
```
63
Properties=species:S:1:pos:R:3:forces:R:3:mulliken_charge:R:1
O 2.38873 1.55406 -0.46482 -1.5197 -0.0511 -2.4130 -0.8141
C 1.69780 1.80567 -1.52398 1.7787 -0.5027 1.4456 -0.1773
C 1.38122 3.23752 -1.71515 0.3734 -0.1324 0.7722 0.6363
C 1.12324 4.04605 -0.62074 -0.5241 1.1457 0.6285 0.0442
H 0.89865 3.58476 0.33601 0.1459 0.0033 -0.2226 0.3128
C 1.07497 5.44849 -0.74139 -0.1736 -0.2658 0.2333 -0.7005
H 0.79236 6.07606 0.15690 0.4171 -0.7806 -1.2423 0.3004
C 1.36453 6.02952 -1.98504 0.2960 -0.7161 -0.6526 -0.3328
H 1.32154 7.11329 -2.09512 0.0820 -0.2310 -0.0609 0.3439
C 1.71738 5.20062 -3.09649 -0.5246 0.7467 0.8603 -0.6862
H 1.96710 5.68545 -4.07602 -0.2412 -0.6942 1.0215 0.3089
C 1.69973 3.80231 -2.91355 0.1406 1.5428 -1.9675 -0.1543
H 1.94538 3.18443 -3.78077 -0.0266 -0.0452 0.3032 0.2997
H 1.95752 1.26701 -2.48714 -0.6316 0.2114 1.0077 0.1847
C -0.11342 -0.30605 -2.72605 -1.0246 2.1123 -1.7929 -1.5502
C -0.47454 0.85516 -1.72093 4.2678 -0.6785 -3.2527 3.3076
H -0.54044 0.15777 -3.69711 0.7195 -1.4078 0.8570 0.4309
H -0.49928 -1.30588 -2.56816 -0.0939 0.1202 0.2348 0.3805
H 0.98815 -0.35674 -2.92115 -0.8119 0.0024 0.5485 0.1943
C -1.31726 1.79922 -2.12065 -1.1367 2.6228 -2.9521 -1.5591
C -2.50794 1.59307 -3.04939 0.5782 -1.9064 -0.6053 -1.7542
H -1.21977 2.94483 -2.05515 -0.0084 -1.8298 1.4587 0.2471
H -2.53500 2.24377 -3.91156 0.2222 0.5172 -0.2604 0.4403
H -3.41252 1.77504 -2.49360 -0.3574 0.1544 0.4470 0.3440
H -2.58646 0.53905 -3.43423 0.0832 0.9216 0.4570 0.3380
Be -1.07397 0.56374 -0.26823 0.2578 0.5434 3.2286 -0.3321
Cl -1.36785 2.32556 0.62163 -1.2221 0.9266 0.8157 -0.5771
Cl -2.40211 -0.76137 -0.75662 -1.1286 -0.5749 0.4064 -0.5991
C -1.85211 -2.57849 1.98444 0.1918 0.5069 -0.4263 0.9056
O -1.00055 -3.36574 2.37475 -0.2696 -0.0458 0.1636 -0.7284
N -3.11398 -2.49172 2.48814 0.0181 -0.4904 0.3677 0.2066
C -3.56507 -3.47267 3.44507 -0.2140 -0.0325 0.1504 -1.0402
C -4.10558 -1.53991 2.03372 0.3725 0.1622 -0.2041 -0.7480
H -1.67764 -1.85370 1.16650 0.1022 -0.3119 0.4193 -0.3555
H -2.72451 -4.09917 3.75467 -0.1566 0.1579 -0.0923 0.2912
H -4.35920 -4.10276 3.01425 0.1813 0.0364 0.0129 0.3167
H -4.00519 -2.97057 4.31695 0.1335 -0.0704 -0.0081 0.3043
H -3.63759 -0.82539 1.34457 -0.2435 -0.2075 0.2702 0.0720
H -4.54040 -1.01790 2.89098 0.0719 0.0632 0.0241 0.3015
H -4.91739 -2.05165 1.51200 -0.0551 -0.0259 -0.1071 0.2934
H 2.29925 -5.47214 -0.29438 -0.1199 0.0100 -0.0171 0.3426
H 4.10085 -4.02052 0.23161 -0.0226 0.2670 -0.0674 0.2969
C 1.86355 -4.75689 -1.00158 0.1012 -0.1057 0.0044 -1.0312
C 3.71862 -3.22563 -0.42731 -0.1648 -0.2382 -0.2153 -0.8673
N 2.29652 -3.42745 -0.65076 0.5976 0.0722 0.2201 0.2153
H 0.77689 -4.80763 -0.96482 0.0826 0.0941 0.0202 0.2632
C 1.40560 -2.42993 -0.46258 -2.9721 0.1077 -0.4807 1.0045
O 0.18186 -2.54214 -0.71019 2.9620 0.0951 0.7257 -0.6689
H 3.88497 -2.24963 0.03326 -0.0231 -0.1115 -0.0390 0.2206
H 1.84486 -1.48889 -0.06844 -0.1704 -0.3249 -0.2044 -0.4514
H 2.20949 -5.03087 -2.00068 -0.0367 -0.0071 -0.1144 0.3276
H 4.28364 -3.27413 -1.37710 -0.1847 0.0365 0.3076 0.2887
C -0.47875 0.09844 4.15475 -0.7437 -0.2369 -0.1594 -0.7934
N 0.77675 0.24549 3.49080 1.1687 0.2930 1.2426 -0.2129
C 0.98558 0.29687 2.17085 -1.1541 -0.6337 -3.7408 0.1898
N 2.33865 0.34074 1.82693 -1.5315 -0.6223 1.2852 -0.3590
O 0.03855 0.21775 1.29491 3.0093 -0.8167 2.8442 -0.0068
H -1.21344 0.66450 3.58239 -0.2260 -0.1450 0.1227 0.2519
H -0.41676 0.49295 5.16711 0.0717 0.1969 -0.0381 0.3542
H -0.77890 -0.95433 4.24017 -0.0531 0.1549 -0.2027 0.2016
H 1.61254 0.30872 4.07833 -0.7267 -0.1590 -0.5072 0.1877
H 2.55724 0.64940 0.89502 -0.1095 0.4783 -0.7034 0.3661
H 2.94392 0.63259 2.57418 0.1756 0.0987 -0.1568 0.1844
```
Forces are in eV/Å.

Frontier orbital gap (spin up / spin down) ... 6.45 / 6.45 eV
Relative energy (zero: lowest compared OMol25 entry of this formula, charge and spin) ... 132.0 kcal per mole
Total charge ... -1
HOMO (spin up / spin down) ... -3.65 / -3.65 eV

---

Formula: C19H33Br2ClF3N2O5
Source: OMol25
Level of theory: ωB97M-V/def2-TZVPD

Structure (XYZ):
```
65
Properties=species:S:1:pos:R:3:forces:R:3:mulliken_charge:R:1
C 2.06810 0.31032 0.82188 -0.1725 -0.9220 -0.3851 -1.0379
C 1.05908 0.51911 -0.33412 -0.5219 0.2986 0.3944 -0.5097
C -0.17079 1.38430 0.13122 2.0589 -1.0670 -0.9866 0.0662
Br -1.42704 0.12568 0.96874 -0.1211 0.3851 0.2172 -0.0888
N -0.65203 2.15652 -1.02537 -0.8965 0.3710 1.2432 0.3985
C -2.01056 1.90502 -1.49359 -0.2623 0.6360 -0.7160 -1.6905
C -3.14670 2.60098 -0.65790 -0.6577 -1.0661 -0.9561 0.0308
C -4.31691 1.64853 -0.34399 -0.2684 0.5208 1.1808 -0.6696
C -5.46887 2.47468 0.27565 0.6938 -2.8875 0.4401 0.3512
O -5.71264 3.55435 -0.05216 -0.6078 3.0502 -0.7533 -0.3732
Br -6.47377 1.62196 1.70352 0.2308 -0.0801 -0.2244 -0.1114
N -2.63698 3.26862 0.57424 -0.1021 0.2666 0.0412 0.0311
C -1.42666 4.15908 0.33865 0.6526 1.9451 -0.0560 0.7427
C -2.02328 5.50925 -0.16136 -0.2412 -0.2377 -0.1210 -1.9332
C -0.74861 4.40018 1.72490 -0.9565 -0.0532 0.9236 -1.0044
C -0.40407 5.87240 2.03318 -2.3547 -1.4349 0.7634 0.2736
O 0.56522 6.39958 1.72546 2.7983 1.3815 -0.9519 -0.3255
Cl -1.63223 6.77555 3.00016 0.0004 -0.4477 -0.1410 -0.1784
C -0.53399 3.60700 -0.82129 -1.1292 -0.4978 0.0245 -0.6051
C 0.91327 4.10409 -0.85494 -0.0044 -0.8641 -1.3625 0.1649
F 1.68817 3.67325 0.12408 0.1646 -0.0625 0.9241 -0.2074
F 1.44240 3.63727 -1.98655 0.2269 -0.4563 -0.5067 -0.2921
F 0.99077 5.41101 -0.95266 -0.2591 1.0886 0.5864 -0.2678
H 2.22634 -0.77235 0.92583 0.1158 0.3017 0.1576 0.1798
H 1.68297 0.66845 1.78584 0.1202 0.0226 -0.2156 0.3349
H 3.04644 0.75557 0.61928 -0.2873 0.1053 0.0545 0.3150
H 1.50156 1.01919 -1.20298 -0.0297 0.0804 0.3346 0.3870
H 0.65947 -0.42967 -0.71580 0.2541 0.1299 0.1247 0.5132
H 0.22356 1.98966 0.95252 -0.5545 0.1966 -0.2580 -0.2384
H -2.08192 2.37419 -2.48805 0.1493 -0.1754 0.2089 0.4556
H -2.23556 0.85418 -1.68937 0.2985 0.0679 0.5296 0.4768
H -3.60237 3.38968 -1.26684 0.3628 0.0661 0.2375 0.4256
H -4.05988 0.88638 0.39658 0.1250 -0.1355 -0.5338 0.3145
H -4.69714 1.21480 -1.27640 0.1546 -0.0700 0.2255 0.4520
H -2.50336 2.61830 1.36045 0.2553 -0.2919 -0.3849 0.6007
H -3.37428 3.92169 0.87500 0.0642 -0.1891 0.0750 0.7063
H -2.64518 5.97939 0.61276 0.1419 -0.0884 -0.2028 0.5603
H -1.23990 6.21487 -0.45584 -0.0500 -0.2270 0.2065 0.4148
H -2.63721 5.34963 -1.05921 0.0984 -0.0037 0.2443 0.5324
H -1.48608 4.13068 2.50034 0.2355 -0.0162 -0.2024 0.6919
H 0.14117 3.80333 1.94186 -0.0640 0.1900 -0.3594 0.2795
H -0.97641 4.02534 -1.73760 0.3675 0.0727 0.1662 0.8203
C 2.65102 -6.75134 2.61983 -0.0577 -0.0365 -0.1331 -0.7746
O 2.09977 -6.27132 1.41122 0.1973 0.1532 0.0018 -0.2540
C 1.30012 -5.11937 1.60987 -0.0429 -0.4320 -0.2332 -0.6147
C 1.09817 -4.38491 0.29971 0.0071 0.2445 0.1000 -0.4230
O 2.20114 -3.55544 -0.05894 -0.0714 -0.0774 -0.0014 -0.3160
C 3.36180 -4.22827 -0.54317 0.0935 0.2549 -0.1010 -0.4665
C 3.21093 -4.74684 -1.95866 0.0423 -0.4390 0.1754 -0.5998
O 2.49695 -5.97209 -1.96256 -0.2354 0.1391 0.0102 -0.2630
C 1.95604 -6.26964 -3.23214 0.0680 -0.0501 0.1456 -0.7754
H 1.86089 -7.01976 3.32950 0.0524 0.0291 0.0832 0.3155
H 3.23763 -7.63930 2.39189 -0.0582 0.0075 -0.0504 0.2392
H 3.31429 -6.00153 3.06544 -0.0559 0.0015 0.1068 0.3282
H 1.77266 -4.44823 2.33744 -0.0462 0.0567 0.0022 0.3342
H 0.32535 -5.44731 1.99674 -0.0505 0.1920 0.0994 0.4358
H 0.25680 -3.69753 0.42644 0.0456 0.0319 0.0454 0.3568
H 0.83770 -5.06806 -0.51014 0.1216 -0.1665 0.0931 0.2287
H 3.67794 -5.01523 0.14250 -0.1145 -0.1478 -0.1087 0.2254
H 4.14814 -3.46898 -0.54952 -0.0681 0.0284 -0.0133 0.3879
H 4.20471 -4.93173 -2.38654 0.0396 0.2004 -0.0605 0.4361
H 2.68761 -3.99937 -2.56762 0.0404 0.0504 0.0024 0.3330
H 1.23383 -5.50114 -3.53228 0.0570 0.0209 -0.1109 0.3230
H 1.43542 -7.22289 -3.16023 0.0611 -0.0018 0.0449 0.2370
H 2.74699 -6.35174 -3.98494 -0.0536 0.0380 -0.0843 0.3201
```
Forces are in eV/Å.

Frontier orbital gap ... 8.13 eV
Total charge ... +1
HOMO ... -10.93 eV

---

What maximum force values result from the calculations? In sequence: 0.1898; 0.1052; 0.0634 Eh/bohr.